Entry 1:
C48H132N12O12 | ωB97M-V with the def2-TZVPD basis set

Last column: Mulliken charge in e.
Cartesian coordinates (Å):
C -6.48339 -1.84933 -2.34969  -0.29
O -5.67453 -0.78258 -2.97425  -0.38
C -4.46997 -1.26516 -3.57119  -0.08
C -3.26556 -0.32208 -3.64623  1.29
C -3.46048 0.77838 -4.70816  -1.02
N -2.16447 -1.25814 -3.89154  -0.23
H -6.52932 -1.49815 -1.35955  -0.13
H -6.03695 -2.77126 -2.40851  0.35
H -7.46115 -1.88313 -2.77107  0.30
H -4.09383 -2.19037 -3.05821  0.12
H -4.59681 -1.54410 -4.64780  0.02
H -3.06445 0.13715 -2.67957  -0.39
H -2.57798 1.42995 -4.84831  -0.28
H -4.29317 1.43684 -4.30551  0.24
H -3.72116 0.21070 -5.62725  0.49
H -1.30823 -0.69267 -3.85586  -0.21
H -2.10401 -1.75123 -3.01381  -0.05
C -0.51749 2.98231 -7.83554  -0.78
O -0.82382 1.88745 -6.93762  -0.19
C -0.01143 0.72307 -7.05644  -0.47
C 1.40721 0.88566 -6.52881  0.24
C 2.21247 -0.40298 -6.67506  -1.73
N 1.33911 1.41535 -5.14308  0.09
H -0.86922 2.86118 -8.84027  0.29
H 0.54042 3.13368 -7.79128  0.37
H -1.02569 3.81393 -7.36896  0.19
H -0.51683 -0.09233 -6.49933  0.10
H 0.05164 0.38304 -8.11732  0.42
H 1.93359 1.62428 -7.11802  0.39
H 1.85002 -1.39310 -6.34102  0.24
H 3.20275 -0.15255 -6.28484  0.41
H 2.38333 -0.44497 -7.76601  0.47
H 0.82701 0.75801 -4.57112  -0.13
H 0.81634 2.28457 -5.30674  -0.10
C -1.37474 -4.24779 3.37148  -0.71
O -0.01864 -3.85270 3.34846  -0.08
C 0.53751 -4.02728 4.70829  -0.68
C 2.05224 -3.67259 4.69893  2.46
C 2.75642 -4.45161 3.57696  -1.64
N 2.65430 -3.82686 6.04381  -0.75
H -2.04142 -3.63110 3.99037  0.30
H -1.52864 -5.25905 3.65006  0.48
H -1.71558 -4.17534 2.34571  -0.03
H -0.01286 -3.36350 5.41422  -0.23
H 0.36150 -5.07306 4.94833  0.50
H 2.11810 -2.61341 4.47714  -1.23
H 3.81428 -4.11218 3.41867  0.32
H 2.22777 -4.50482 2.70689  0.38
H 2.88027 -5.47643 3.87910  0.44
H 3.02173 -4.77255 6.10143  0.31
H 3.47504 -3.23709 6.26969  0.24
C 2.27751 4.70828 -4.15539  -0.79
O 0.91433 4.65635 -4.52789  -0.55
C 0.23951 4.01688 -3.40460  0.63
C -1.24584 3.88732 -3.75434  1.14
C -1.92494 5.22186 -3.93946  -1.54
N -1.87380 3.04263 -2.68349  0.44
H 2.41024 5.07258 -3.14923  0.28
H 2.81357 5.47434 -4.67825  0.50
H 2.83398 3.77128 -4.24935  0.17
H 0.77104 3.07286 -3.27089  0.08
H 0.17508 4.75132 -2.57669  -0.20
H -1.32724 3.33672 -4.71303  -0.56
H -1.71174 5.67210 -4.95418  0.30
H -1.61424 5.88913 -3.18119  0.16
H -3.01174 5.12263 -3.83364  0.45
H -2.84226 2.85167 -2.92637  0.14
H -1.93456 3.61181 -1.89025  -0.70
C 1.49431 3.83745 -0.03287  -0.43
O 2.69406 3.76101 -0.67008  -0.35
C 3.32029 2.44117 -0.63118  0.26
C 4.01311 2.22869 -1.90383  2.04
C 4.64031 0.79318 -1.88813  -1.31
N 5.10063 3.09906 -2.18307  -0.73
H 1.63776 3.81212 1.07631  0.34
H 0.87852 2.96868 -0.22624  0.23
H 0.93604 4.71994 -0.29408  0.03
H 4.05243 2.46567 0.20925  0.10
H 2.51171 1.67928 -0.46348  -0.33
H 3.26120 2.35749 -2.67752  -1.29
H 5.57754 0.54401 -1.33062  0.35
H 4.90075 0.43873 -2.93004  0.42
H 3.75776 0.16929 -1.67286  0.10
H 5.76344 2.95066 -1.45681  0.34
H 4.88864 4.05343 -2.07788  0.29
C -5.51775 -3.46153 1.01481  -0.63
O -5.93551 -2.13327 0.98808  -0.11
C -5.58568 -1.34677 2.11309  -0.51
C -5.90461 0.12359 1.86088  0.57
C -7.42405 0.35854 1.80651  -1.65
N -5.48268 0.53510 0.56998  -0.28
H -4.40842 -3.63159 1.16811  0.07
H -5.68743 -3.91953 0.04308  0.25
H -6.06546 -4.07257 1.73391  0.33
H -6.07592 -1.78717 3.01039  0.45
H -4.44306 -1.40302 2.30128  0.03
H -5.42104 0.69283 2.68236  0.25
H -7.83207 -0.02649 2.75795  0.40
H -7.85594 -0.29914 1.01824  0.28
H -7.59451 1.40249 1.68626  0.44
H -5.94813 -0.04593 -0.14622  0.05
H -4.47120 0.30125 0.40026  -0.04
C 6.44020 -1.29337 6.55867  -0.87
O 5.36527 -1.07219 5.73155  -0.11
C 5.14253 0.30278 5.32584  -1.28
C 3.70160 0.52400 4.89780  1.41
C 3.35339 -0.24919 3.65859  -1.51
N 3.61541 1.96440 4.67184  -0.76
H 7.41635 -1.06263 5.99818  0.27
H 6.52376 -2.31247 7.00552  0.23
H 6.33005 -0.61669 7.42415  0.38
H 5.35339 0.91625 6.24974  0.40
H 5.85254 0.57806 4.49835  0.25
H 3.01660 0.29494 5.73088  0.02
H 3.59352 -1.28597 3.68063  0.21
H 3.89354 0.10766 2.81988  0.84
H 2.26967 -0.29057 3.40134  -0.04
H 3.70092 1.98042 3.65688  0.26
H 2.67403 2.29355 4.84671  0.31
C 5.72705 -2.31797 1.10371  -0.51
O 5.85760 -3.41969 0.22107  -0.37
C 4.71953 -4.14028 -0.08065  0.08
C 4.93477 -4.82485 -1.46606  0.02
C 6.05681 -5.92872 -1.34964  -1.30
N 5.33564 -3.80784 -2.40870  -0.71
H 6.74131 -1.85451 1.17206  0.33
H 5.47560 -2.72913 2.07873  0.20
H 4.93567 -1.59529 0.84180  0.14
H 4.40423 -4.95260 0.74750  0.06
H 3.83503 -3.51072 -0.19068  0.12
H 3.97275 -5.14951 -1.81291  0.46
H 5.64588 -6.75343 -0.71864  0.32
H 7.09712 -5.55583 -0.97164  0.19
H 6.23512 -6.41457 -2.29720  0.44
H 4.57927 -3.16129 -2.67326  0.25
H 6.08212 -3.25165 -2.01991  0.30
C -0.99596 6.61273 -0.43359  -0.95
O -1.25465 5.31782 -0.11066  0.23
C -2.11878 5.03578 0.95630  -1.20
C -3.05617 3.86115 0.61049  2.88
C -4.10825 4.20520 -0.38573  -1.63
N -3.57245 3.31607 1.86008  -0.41
H -0.46942 6.65737 -1.41017  0.23
H -0.42603 7.22271 0.32433  0.26
H -1.91032 7.20875 -0.78701  0.34
H -1.45708 4.84714 1.91706  0.04
H -2.64819 5.98639 1.25667  0.43
H -2.30979 3.22020 0.17315  -1.41
H -4.60073 3.27282 -0.71355  0.28
H -3.67473 4.78137 -1.16564  0.35
H -4.91335 4.91334 -0.03247  0.38
H -3.85531 4.11557 2.34652  0.32
H -4.38140 2.75900 1.67964  -0.07
C -0.84620 -3.46459 -0.18261  -0.72
O -1.12412 -3.18575 -1.53752  0.09
C -0.19112 -3.75348 -2.43435  -0.90
C -0.89729 -4.13537 -3.70466  0.97
C -2.20710 -4.89225 -3.47097  -0.89
N -0.02401 -4.96151 -4.49232  -0.71
H 0.09502 -2.96546 0.15743  0.23
H -0.81510 -4.58003 0.06081  0.44
H -1.63343 -3.06242 0.40481  -0.03
H 0.65454 -3.08228 -2.66963  -0.10
H 0.18927 -4.62704 -1.89116  0.68
H -1.06504 -3.27209 -4.23980  0.15
H -2.13315 -5.46739 -2.49259  0.14
H -2.38984 -5.57204 -4.28166  0.47
H -2.98419 -4.12103 -3.39554  -0.10
H 0.58524 -5.62082 -4.00502  0.25
H 0.56486 -4.39954 -5.05921  0.21
C -0.06664 -1.07158 7.07002  -0.46
O -0.78876 0.12309 7.20473  -0.43
C -0.08618 1.16859 6.58327  0.32
C -0.84394 2.40479 6.43302  0.07
C -2.26471 2.19346 6.11581  -1.13
N -0.08553 3.28095 5.50814  -0.51
H -0.76666 -1.88067 6.87033  0.31
H 0.58467 -1.34414 7.88795  0.31
H 0.60679 -1.03339 6.20083  -0.08
H 0.81653 1.44997 7.11987  0.28
H 0.09555 0.82443 5.52005  -0.28
H -0.80555 2.89129 7.41227  0.41
H -2.37480 1.97173 5.01719  -0.05
H -2.85551 3.04802 6.30330  0.45
H -2.71084 1.35341 6.67195  0.32
H -0.26303 4.23606 5.81916  0.31
H -0.48713 3.25722 4.54410  0.12
C 0.16148 0.02853 -1.84369  0.15
O 0.29504 0.24674 -0.43982  0.47
C -0.91062 0.35807 0.20990  -0.13
C -0.81460 0.31215 1.72339  0.37
C -0.14493 -1.01663 2.18873  -1.02
N -2.21132 0.35070 2.25580  0.56
H -0.58592 0.74436 -2.19277  0.08
H -0.17531 -0.96526 -1.99246  -0.27
H 1.11866 0.10394 -2.39642  0.01
H -1.24336 1.36023 -0.10800  -0.50
H -1.54904 -0.47915 -0.12899  -0.05
H -0.29203 1.15623 2.02887  0.74
H 0.74325 -1.27546 1.56362  0.11
H -0.91995 -1.73630 2.04872  0.14
H 0.23603 -1.11905 3.18612  -0.12
H -2.07779 0.30708 3.29111  0.13
H -2.66300 1.24870 2.12129  -0.43

Output
- Charge: 0
- Molar mass: 1069.7 g/mol
- SMILES: COC[C@H](C)N.COC[C@H](C)N.COC[C@H](C)N.COC[C@H](C)N.COC[C@H](C)N.COC[C@H](C)N.COC[C@H](C)N.COC[C@H](C)N.COC[C@H](C)N.COC[C@H](C)N.COC[C@H](C)N.COC[C@H](C)N
- Multiplicity: 1

=====

Entry 2:
C48H135N9O21 | ωB97M-V with the def2-TZVPD basis set

Last column: Mulliken charge in e.
Cartesian coordinates (Å):
C 1.21184 4.93494 -0.29500  -1.15
C 0.67460 5.39683 -1.66766  0.86
C 1.40175 6.34118 -2.62316  -0.79
O 0.53283 6.60100 -3.71852  -0.27
C 1.12392 7.42414 -4.77698  -0.88
N 0.53592 4.14959 -2.49291  0.03
H 1.38309 5.78226 0.36894  0.63
H 2.13908 4.36258 -0.32219  0.13
H 0.53546 4.35906 0.33663  -0.11
H -0.25560 5.94106 -1.50444  -0.08
H 2.23169 5.95769 -3.21664  0.32
H 1.67199 7.25594 -2.09564  0.42
H 2.15580 7.24334 -5.07803  0.37
H 1.04777 8.43861 -4.38564  0.33
H 0.57226 7.29299 -5.70788  0.24
H 1.39261 3.82495 -2.91808  -0.04
H 0.01522 4.54355 -3.26346  0.09
C -4.33034 -3.32860 -3.71886  -1.76
C -2.97793 -3.22306 -3.04687  1.16
C -1.82615 -2.56802 -3.94059  -0.87
O -0.64255 -2.68926 -3.15971  0.13
C 0.53139 -2.25193 -3.88768  -0.42
N -3.13132 -2.53272 -1.80479  0.00
H -4.34911 -4.09477 -4.49393  0.43
H -4.69193 -2.38924 -4.13713  0.35
H -5.10542 -3.65987 -3.02776  0.42
H -2.51425 -4.18345 -2.82157  -0.47
H -1.99899 -1.56290 -4.32524  0.24
H -1.65790 -3.10015 -4.87688  0.60
H 0.57836 -1.17335 -3.73746  -0.07
H 0.77901 -2.58847 -4.89442  0.46
H 1.42969 -2.50189 -3.32315  -0.09
H -2.27410 -2.34425 -1.30505  -0.15
H -3.61395 -1.66164 -1.97332  -0.14
C -1.07723 0.71375 -1.92441  1.02
C -0.46393 0.77779 -0.52955  0.73
C 0.36207 -0.55048 -0.15353  0.38
O -0.67083 -1.49118 0.03431  0.27
C -0.17486 -2.76650 0.32281  -0.72
N 0.48658 1.88196 -0.48805  1.78
H -0.34392 0.92857 -2.70171  -0.53
H -1.90206 1.41101 -2.07135  -0.12
H -1.44632 -0.27794 -2.18603  -0.78
H -1.27460 0.95417 0.17742  -0.15
H 1.03421 -0.42684 0.69562  -0.34
H 0.95174 -0.94627 -0.98041  -0.23
H 0.34798 -3.23246 -0.51243  0.02
H -0.99954 -3.38950 0.66904  0.19
H 0.53593 -2.62943 1.13773  0.41
H 1.25851 1.88173 -1.13939  -0.85
H 0.12547 2.74943 -0.85844  -0.59
C 7.64847 -4.95544 1.42354  -1.14
C 7.11575 -4.74383 2.86239  0.18
C 5.79892 -4.02343 3.07082  -0.32
O 4.62101 -4.52572 2.34927  -0.36
C 3.41283 -3.81355 2.67938  -0.38
N 6.86187 -6.12084 3.33705  -0.66
H 7.96918 -3.98620 1.04165  0.29
H 6.92914 -5.43760 0.76158  0.17
H 8.50442 -5.59164 1.19840  0.42
H 7.89281 -4.39833 3.54423  0.34
H 5.93536 -2.95707 2.89096  0.05
H 5.58308 -3.94241 4.13616  0.44
H 2.77374 -3.72311 1.80103  -0.03
H 3.65899 -2.81271 3.03410  0.16
H 2.90418 -4.23641 3.54571  0.41
H 6.75928 -6.27866 4.32935  0.21
H 6.20681 -6.66126 2.79029  0.22
C 1.23852 0.13676 3.79817  -1.29
C 2.08968 1.26255 3.36937  1.24
C 3.38074 1.73139 3.98944  -1.04
O 3.95206 2.79002 3.12422  -0.27
C 5.31602 2.93348 3.24456  -0.88
N 2.43530 1.03358 2.00164  0.74
H 0.40628 0.22510 3.09983  0.19
H 0.97164 0.48239 4.79687  0.56
H 1.79356 -0.78110 3.60439  0.00
H 1.36434 2.07240 3.29108  -0.39
H 4.10797 0.92556 4.08881  0.28
H 3.07942 2.10808 4.96689  0.48
H 5.92244 2.03681 3.11672  0.26
H 5.53534 3.46929 4.16809  0.35
H 5.61914 3.74991 2.58908  0.27
H 3.00738 1.79592 1.66749  0.16
H 1.56998 1.07001 1.48206  -1.06
C -3.19168 -7.64073 -2.05472  -1.27
C -2.22202 -7.48006 -0.85425  0.36
C -0.92517 -6.62411 -0.99867  1.11
O 0.07276 -7.21834 -1.81700  -0.51
C 1.04257 -6.26220 -2.25154  -0.61
N -3.08976 -6.98851 0.22369  -0.68
H -4.04298 -8.27548 -1.80880  0.40
H -2.55474 -8.10295 -2.80889  0.34
H -3.55357 -6.69040 -2.44716  0.13
H -1.87837 -8.47694 -0.57811  0.33
H -0.56548 -6.29981 -0.02217  -0.22
H -1.23812 -5.66911 -1.42072  -0.60
H 1.54027 -5.74622 -1.43047  0.28
H 0.69724 -5.64452 -3.08059  0.25
H 1.80361 -6.78998 -2.82630  0.37
H -2.52908 -6.82441 1.04759  0.15
H -3.44000 -6.04235 0.17653  0.31
C 1.39304 6.18147 4.65203  -1.37
C -0.16660 5.94811 4.39885  0.32
C -0.51099 4.68429 3.49890  -0.12
O -1.90111 4.52955 3.25197  -0.38
C -2.25787 3.29360 2.53727  -0.26
N -0.95272 5.77289 5.59000  -0.86
H 1.83860 6.81478 3.88490  0.35
H 2.09426 5.34725 4.63130  0.19
H 1.44557 6.82311 5.53160  0.41
H -0.53197 6.74547 3.75170  0.33
H -0.04833 3.76294 3.85269  0.31
H -0.04785 4.95209 2.54922  -0.14
H -3.32742 3.43269 2.37979  0.03
H -2.23964 2.38236 3.13510  0.35
H -1.73295 3.01596 1.62322  0.01
H -0.74263 4.84798 5.93713  0.28
H -1.91375 5.68174 5.29299  0.38
C -2.94456 7.75437 0.59852  -1.34
C -3.88677 6.61059 0.37750  0.32
C -3.40622 5.39450 -0.35792  0.02
O -4.41209 4.33838 -0.21853  -0.55
C -4.06507 3.15337 -0.94669  0.60
N -4.24604 6.20389 1.75809  -0.82
H -2.51801 8.23772 -0.28042  0.38
H -2.09238 7.42890 1.19515  0.13
H -3.33267 8.60656 1.15642  0.35
H -4.84419 6.92709 -0.03634  0.30
H -2.39300 5.09085 -0.09467  -0.32
H -3.39219 5.60572 -1.42717  0.69
H -3.98048 3.25218 -2.02890  0.47
H -4.84170 2.41751 -0.73824  -0.55
H -3.17640 2.70039 -0.50720  -0.27
H -4.66881 5.30970 1.55363  0.32
H -3.43148 5.92561 2.28643  0.32
C -4.03047 -0.43126 1.56619  -0.32
C -5.12606 -0.29083 2.62066  0.34
C -4.81415 0.72590 3.74785  -0.84
O -3.62203 0.71754 4.48265  -0.24
C -3.27871 -0.51977 5.09289  -0.71
N -6.43360 -0.15045 1.98441  -0.54
H -3.00082 -0.45283 1.92321  0.08
H -4.04685 0.37397 0.83174  -0.34
H -4.03559 -1.28214 0.88495  0.47
H -5.13254 -1.29263 3.05014  0.26
H -5.69226 0.82498 4.38599  0.39
H -4.84792 1.68008 3.22201  0.11
H -2.29174 -0.55738 5.55394  0.29
H -3.15589 -1.32981 4.37397  0.21
H -4.07691 -0.77298 5.79065  0.34
H -6.48796 0.75476 1.53973  0.19
H -7.12445 -0.30807 2.70410  0.28
C 4.98287 0.22170 0.22476  -0.28
C 6.11411 0.18391 1.23865  -0.60
O 7.04923 -0.86023 1.09056  -0.65
O 4.08575 -0.78687 0.55510  0.99
H 5.24820 0.07015 -0.82155  0.32
H 4.45299 1.17095 0.30371  0.00
H 5.78623 0.00742 2.26308  0.11
H 6.67559 1.11747 1.27464  0.43
H 6.55668 -1.68207 1.03072  0.12
H 3.45417 -0.41657 1.17604  -0.35
C 3.30700 0.76341 -4.06833  -0.68
C 2.72176 0.42862 -2.63922  2.79
O 3.01706 1.57967 -1.88475  -0.54
O 2.24585 1.39181 -4.83826  -0.51
H 3.55470 -0.14210 -4.62222  0.31
H 4.25376 1.29272 -3.96068  0.54
H 3.26568 -0.34965 -2.10393  -0.81
H 1.66200 0.20541 -2.76245  -1.96
H 3.77355 2.08213 -2.19600  0.31
H 1.64789 0.66328 -5.02071  0.30
C -7.06814 0.62481 -1.41663  0.03
C -6.19066 -0.28217 -2.34346  -0.60
O -4.78095 -0.04889 -2.33442  0.01
O -7.32744 1.86787 -2.01634  -0.62
H -6.70529 0.66343 -0.38952  -0.30
H -8.07276 0.20687 -1.48106  0.51
H -6.63092 -0.19442 -3.33673  0.40
H -6.30848 -1.32433 -2.04663  0.26
H -4.50857 0.49620 -3.07622  0.03
H -6.98241 2.47024 -1.35325  0.40
C 4.43852 -3.79438 -1.45421  0.09
C 4.40904 -4.36022 -2.88409  -0.52
O 5.04877 -5.57089 -3.04497  -0.59
O 3.30479 -2.90675 -1.33071  0.21
H 5.41185 -3.33782 -1.27457  0.22
H 4.24450 -4.51372 -0.65858  0.22
H 4.61083 -3.64589 -3.68229  0.34
H 3.36453 -4.63883 -3.02368  0.04
H 4.47280 -6.27300 -2.73370  0.35
H 3.42810 -2.24666 -0.64464  -0.31
C -0.32556 -5.18764 4.32419  -0.35
C -0.81978 -5.64549 2.95389  -0.07
O -1.68103 -6.81849 2.93997  -0.61
O 0.57288 -6.01813 4.93341  -0.56
H -1.16339 -5.03607 5.00476  0.41
H 0.22939 -4.25590 4.21471  0.14
H 0.04187 -5.84343 2.31632  0.18
H -1.36179 -4.82274 2.48763  0.19
H -1.13467 -7.59534 3.08001  0.30
H 0.71134 -5.76388 5.84871  0.32
C -1.71397 2.69073 -6.73349  -0.78
C -0.96079 3.32415 -5.47484  -0.05
O -1.83493 3.92086 -4.56890  -0.50
O -2.21007 1.38831 -6.54393  -0.44
H -1.00815 2.69091 -7.56409  0.39
H -2.54464 3.32582 -7.04132  0.37
H -0.29351 4.09740 -5.85552  0.36
H -0.49029 2.52871 -4.89689  0.05
H -2.38681 3.17584 -4.31998  0.29
H -2.82200 1.20724 -7.26113  0.27

Output
- Charge: 0
- Molar mass: 1174.7 g/mol
- Multiplicity: 1

=====

Asked for max |F| across the records above, the calculation gives 3.6 3.8 eV/Å in order.
Asked for total energy across the records above, the calculation gives -94357.6512 -108359.6203 eV in order.
Asked for E_HOMO across the records above, the calculation gives -8.92 -8.51 eV in order.